Record 1
Here is 8 unconnected molecules or ions with the total composition C33H69N2O11S7 at a distorted geometry from the OMol25 dataset. Energies are from ωB97M-V/def2-TZVPD.

Last columns: bonded neighbours and bond lengths (Å).
Cartesian coordinates (Å):
1 C -4.7987 0.9204 3.9638  C2 1.328, H26 1.163
2 C -4.1612 -0.1885 4.3205  C1 1.328, C3 1.632
3 C -3.2535 -1.4470 4.8273  C2 1.632, C4 1.633, H27 1.149, H28 1.163
4 C -1.8029 -1.2161 4.1148  C3 1.633, N5 1.469, C21 1.579
5 N -1.7125 -1.4053 2.6610  C4 1.469, C6 1.484, H29 1.048
6 C -0.4585 -1.2369 1.8848  N5 1.484, C7 1.618, C11 1.606
7 C -0.6005 -1.5017 0.2953  C6 1.618, C8 1.651, C9 1.612, H30 1.148
8 C -1.1874 -0.0895 -0.3256  C7 1.651, H31 1.150, H32 1.158, H33 1.170
9 C -1.5917 -2.7133 -0.0885  C7 1.612, C10 1.616, H34 1.168, H35 1.167
10 C -1.1453 -4.1642 0.4660  C9 1.616, H36 1.168, H37 1.153, H38 1.151
11 C 0.9092 -0.7817 2.5919  C6 1.606, C12 1.605, C17 1.605
12 C 2.2637 -0.5670 1.7576  C11 1.605, C13 1.654, C14 1.613, H39 1.164
13 C 2.4554 1.0570 1.5100  C12 1.654, H40 1.148, H41 1.165, H42 1.166
14 C 3.5873 -1.2217 2.4072  C12 1.613, C15 1.614, H43 1.167, H44 1.165
15 C 3.3654 -2.6334 3.1570  C14 1.614, C16 1.643, H45 1.153, H46 1.149
16 C 4.6729 -2.8399 4.1301  C15 1.643, H47 1.160, H48 1.168, H49 1.169
17 C 0.7988 -0.5302 4.1729  C11 1.605, C18 1.617, C21 1.605
18 C 2.0493 -0.0220 5.0638  C17 1.617, O19 1.284, O20 1.455
19 O 2.4902 -0.7538 6.0226  C18 1.284
20 O 2.7196 1.2345 4.7662  C18 1.455, H50 0.994
21 C -0.5646 -0.7673 4.9854  C4 1.579, C17 1.605, C22 1.611
22 C -0.7118 -0.5750 6.5776  C21 1.611, O23 1.465, H51 1.167, H52 1.166
23 O -1.0748 -1.7950 7.3029  C22 1.465, N24 1.353
24 N -0.6827 -2.9101 6.6436  O23 1.353, O25 1.208
25 O -1.2551 -3.8507 7.1411  N24 1.208
26 H -4.9146 1.9986 3.5445  C1 1.163
27 H -3.1973 -1.4425 5.9751  C3 1.149
28 H -3.7543 -2.4205 4.4343  C3 1.163
29 H -2.6099 -1.6719 2.1904  N5 1.048
30 H 0.3974 -1.6813 -0.2441  C7 1.148
31 H -0.7214 0.1797 -1.3416  C8 1.150
32 H -2.3444 -0.0540 -0.3228  C8 1.158
33 H -0.8510 0.7565 0.4095  C8 1.170
34 H -1.6137 -2.7992 -1.2531  C9 1.168
35 H -2.6869 -2.4325 0.2010  C9 1.167
36 H -1.7709 -4.9676 -0.1057  C10 1.168
37 H -1.3669 -4.2073 1.5962  C10 1.153
38 H -0.0396 -4.3624 0.2161  C10 1.151
39 H 2.1640 -1.0154 0.6883  C12 1.164
40 H 3.1904 1.5391 2.2483  C13 1.148
41 H 1.4018 1.5544 1.5189  C13 1.165
42 H 2.8343 1.1813 0.4148  C13 1.166
43 H 4.1384 -0.4835 3.1236  C14 1.167
44 H 4.3314 -1.4005 1.5284  C14 1.165
45 H 3.3530 -3.5560 2.4659  C15 1.153
46 H 2.4534 -2.6813 3.8550  C15 1.149
47 H 5.6707 -2.7141 3.5522  C16 1.160
48 H 4.6692 -3.8908 4.6405  C16 1.168
49 H 4.7045 -2.0440 4.9853  C16 1.169
50 H 2.7017 1.8210 5.5686  O20 0.994
51 H 0.2619 -0.1811 7.0870  C22 1.167
52 H -1.4942 0.2736 6.7441  C22 1.166
53 C -4.6770 -3.9183 -2.7293  S54 1.807, H57 1.091, H58 1.092, H59 1.092
54 S -4.6777 -2.1275 -2.4881  C53 1.807, O55 1.497, C56 1.807
55 O -4.2447 -1.8640 -1.0798  S54 1.497
56 C -6.4727 -1.9290 -2.5474  S54 1.807, H60 1.092, H61 1.092, H62 1.091
57 H -3.6452 -4.2717 -2.6896  C53 1.091
58 H -5.2558 -4.4026 -1.9402  C53 1.092
59 H -5.1018 -4.1553 -3.7066  C53 1.092
60 H -6.9409 -2.5351 -1.7694  C56 1.092
61 H -6.8398 -2.2299 -3.5303  C56 1.092
62 H -6.7094 -0.8773 -2.3796  C56 1.091
63 C 9.7781 -2.1935 2.8926  S64 1.807, H67 1.091, H68 1.092, H69 1.092
64 S 8.0416 -1.7626 3.1423  C63 1.807, O65 1.497, C66 1.807
65 O 7.5576 -1.1024 1.8892  S64 1.497
66 C 8.3423 -0.4615 4.3596  S64 1.807, H70 1.092, H71 1.092, H72 1.091
67 H 9.8342 -2.9738 2.1319  C63 1.091
68 H 10.3357 -1.3179 2.5544  C63 1.092
69 H 10.1992 -2.5698 3.8269  C63 1.092
70 H 8.9880 0.3075 3.9313  C66 1.092
71 H 8.8094 -0.8937 5.2465  C66 1.092
72 H 7.3840 -0.0184 4.6354  C66 1.091
73 C -1.7644 3.0409 -3.4929  S74 1.806, H77 1.091, H78 1.092, H79 1.092
74 S -3.0233 2.0530 -2.6548  C73 1.806, O75 1.497, C76 1.807
75 O -2.9168 0.6537 -3.1749  S74 1.497
76 C -4.4406 2.8247 -3.4667  S74 1.807, H80 1.092, H81 1.092, H82 1.091
77 H -0.7815 2.7003 -3.1625  C73 1.091
78 H -1.8479 2.9126 -4.5742  C73 1.092
79 H -1.8893 4.0927 -3.2280  C73 1.092
80 H -4.3577 2.7090 -4.5494  C76 1.092
81 H -4.4791 3.8834 -3.2030  C76 1.092
82 H -5.3493 2.3319 -3.1172  C76 1.091
83 C 5.4291 -2.5296 -1.0992  S84 1.806, H87 1.092, H88 1.092, H89 1.092
84 S 5.0737 -0.7941 -1.4514  C83 1.806, O85 1.499, C86 1.807
85 O 3.8070 -0.4398 -0.7329  S84 1.499
86 C 4.6586 -1.0339 -3.1936  S84 1.807, H90 1.092, H91 1.092, H92 1.091
87 H 5.6791 -2.6229 -0.0408  C83 1.092
88 H 4.5531 -3.1430 -1.3200  C83 1.092
89 H 6.2792 -2.8575 -1.7005  C83 1.092
90 H 3.8300 -1.7387 -3.2859  C86 1.092
91 H 5.5332 -1.4098 -3.7276  C86 1.092
92 H 4.3646 -0.0711 -3.6143  C86 1.091
93 C -2.8512 3.4376 6.5164  S94 1.807, H97 1.092, H98 1.092, H99 1.092
94 S -4.5924 3.8602 6.7530  C93 1.807, O95 1.496, C96 1.807
95 O -5.0692 4.5161 5.4964  S94 1.496
96 C -4.3074 5.1642 7.9711  S94 1.807, H100 1.092, H101 1.092, H102 1.091
97 H -2.7860 2.6565 5.7565  C93 1.092
98 H -2.2954 4.3157 6.1814  C93 1.092
99 H -2.4351 3.0642 7.4544  C93 1.092
100 H -3.6625 5.9361 7.5470  C96 1.092
101 H -3.8449 4.7353 8.8621  C96 1.092
102 H -5.2699 5.6025 8.2390  C96 1.091
103 C -2.0593 -0.5384 -6.4632  S104 1.807, H107 1.092, H108 1.092, H109 1.092
104 S -1.9875 1.1351 -7.1396  C103 1.807, O105 1.498, C106 1.806
105 O -3.1710 1.8852 -6.6092  S104 1.498
106 C -2.3616 0.6674 -8.8436  S104 1.806, H110 1.092, H111 1.091, H112 1.090
107 H -1.8898 -0.4830 -5.3862  C103 1.092
108 H -3.0413 -0.9764 -6.6527  C103 1.092
109 H -1.2795 -1.1508 -6.9205  C103 1.092
110 H -3.3250 0.1551 -8.8860  C106 1.092
111 H -1.5723 0.0167 -9.2239  C106 1.091
112 H -2.4051 1.5733 -9.4487  C106 1.090
113 C 0.5135 5.3069 -10.4550  S114 1.807, H117 1.091, H118 1.092, H119 1.092
114 S -0.7449 4.3186 -9.6165  C113 1.807, O115 1.496, C116 1.807
115 O -0.6373 2.9198 -10.1367  S114 1.496
116 C -2.1638 5.0905 -10.4266  S114 1.807, H120 1.092, H121 1.092, H122 1.091
117 H 1.4963 4.9663 -10.1252  C113 1.091
118 H 0.4303 5.1792 -11.5360  C113 1.092
119 H 0.3887 6.3586 -10.1898  C113 1.092
120 H -2.0827 4.9760 -11.5091  C116 1.092
121 H -2.2025 6.1489 -10.1623  C116 1.092
122 H -3.0719 4.5972 -10.0765  C116 1.091

## Properties
Molar mass = 894.39 g/mol
Spin multiplicity = 1
Total charge = +1
DFT total energy = -5022.34326 a.u.

Record 2
Here is 11 unconnected molecules or ions with the total composition C33H69NO16S6 at a distorted geometry from the OMol25 dataset. Energies are from ωB97M-V/def2-TZVPD.

Last columns: bonded neighbours and bond lengths (Å).
Cartesian coordinates (Å):
1 N 3.1040 2.4350 -0.8288  C2 1.323, C6 1.327
2 C 2.1188 3.3180 -0.8326  N1 1.323, C3 1.388, H7 1.080
3 C 0.8353 3.0539 -0.3743  C2 1.388, C4 1.418, H8 1.115
4 C 0.6198 1.8388 0.3238  C3 1.418, C5 1.400, H9 1.052
5 C 1.6831 0.9341 0.4204  C4 1.400, C6 1.400, H10 1.109
6 C 2.8649 1.2631 -0.2539  N1 1.327, C5 1.400, H11 1.075
7 H 2.3776 4.3015 -1.1957  C2 1.080
8 H 0.0924 3.8846 -0.4103  C3 1.115
9 H -0.3490 1.5088 0.5668  C4 1.052
10 H 1.6452 -0.0442 0.9410  C5 1.109
11 H 3.6414 0.5192 -0.2400  C6 1.075
12 C -0.3956 1.3763 -5.8278  O13 1.386, H14 1.090, H15 1.107, H16 1.094
13 O -0.2517 2.2183 -4.7367  C12 1.386, H17 0.985
14 H -0.9290 0.4999 -5.4600  C12 1.090
15 H -1.0126 1.8530 -6.6135  C12 1.107
16 H 0.5172 0.9794 -6.2823  C12 1.094
17 H 0.0378 3.1240 -4.9939  O13 0.985
18 C 2.5836 -0.1667 3.6560  O19 1.439, H20 1.093, H21 1.089, H22 1.117
19 O 1.3093 -0.8325 3.5976  C18 1.439, H23 0.955
20 H 2.4623 0.9175 3.5826  C18 1.093
21 H 2.9831 -0.4943 4.6144  C18 1.089
22 H 3.2654 -0.5045 2.8381  C18 1.117
23 H 0.5961 -0.2013 3.6626  O19 0.955
24 C 5.6331 1.1652 -3.1051  O25 1.440, H26 1.092, H27 1.102, H28 1.104
25 O 5.8229 1.6804 -1.7744  C24 1.440, H29 0.985
26 H 5.0568 1.8180 -3.7639  C24 1.092
27 H 6.6231 1.1748 -3.5883  C24 1.102
28 H 5.3128 0.1085 -3.1240  C24 1.104
29 H 4.9535 1.8271 -1.3346  O25 0.985
30 C 1.9735 5.5713 -5.1071  O31 1.438, H32 1.049, H33 1.088, H34 1.100
31 O 1.4310 4.2464 -5.2373  C30 1.438, H35 0.970
32 H 1.1679 6.2384 -5.0263  C30 1.049
33 H 2.6711 5.6168 -4.2731  C30 1.088
34 H 2.4688 5.8903 -6.0364  C30 1.100
35 H 2.1034 3.5649 -5.0805  O31 0.970
36 C 5.5708 -2.4859 2.4066  C37 1.503, C42 1.524, H43 1.053, H44 1.083
37 C 6.1452 -3.1788 1.2026  C36 1.503, C38 1.551, H45 1.102, H46 1.077
38 C 5.0125 -3.5523 0.2111  C37 1.551, S39 1.765, H47 1.114, H48 1.101
39 S 3.5486 -3.6274 1.1946  C38 1.765, O40 1.464, O41 1.470, C42 1.789
40 O 2.9679 -4.9674 1.2948  S39 1.464
41 O 2.6546 -2.5353 0.7827  S39 1.470
42 C 4.3339 -3.2994 2.7683  C36 1.524, S39 1.789, H49 1.121, H50 1.081
43 H 5.3406 -1.5071 2.0931  C36 1.053
44 H 6.3338 -2.4519 3.1740  C36 1.083
45 H 6.7598 -4.0470 1.4889  C37 1.102
46 H 6.8113 -2.5154 0.6772  C37 1.077
47 H 5.1453 -4.4792 -0.3921  C38 1.114
48 H 4.8398 -2.7791 -0.5540  C38 1.101
49 H 4.6074 -4.3244 3.1298  C42 1.121
50 H 3.7335 -2.7439 3.4748  C42 1.081
51 C -2.1423 5.0697 4.4439  C52 1.562, C57 1.602, H58 1.111, H59 1.101
52 C -0.9934 5.0124 5.5004  C51 1.562, C53 1.588, H60 1.130, H61 1.125
53 C -0.1210 3.7963 4.9685  C52 1.588, S54 1.821, H62 1.081, H63 1.106
54 S -1.3361 2.4813 4.6357  C53 1.821, O55 1.433, O56 1.481, C57 1.768
55 O -1.7712 1.8255 5.8329  S54 1.433
56 O -0.7571 1.6772 3.5344  S54 1.481
57 C -2.5791 3.5847 4.0325  C51 1.602, S54 1.768, H64 1.078, H65 1.070
58 H -1.8366 5.5836 3.5080  C51 1.111
59 H -3.0066 5.5873 4.8889  C51 1.101
60 H -1.3765 4.8672 6.5532  C52 1.130
61 H -0.4382 5.9843 5.3833  C52 1.125
62 H 0.6617 3.4715 5.6398  C53 1.081
63 H 0.2650 4.1530 3.9952  C53 1.106
64 H -3.4842 3.1495 4.4254  C57 1.078
65 H -2.6549 3.4974 2.9689  C57 1.070
66 C -1.2093 -3.6163 3.2472  C67 1.520, C72 1.510, H73 1.101, H74 1.060
67 C -0.1360 -4.3085 2.4233  C66 1.520, C68 1.508, H75 1.055, H76 1.103
68 C -0.5716 -4.5387 0.9985  C67 1.508, S69 1.811, H77 1.107, H78 1.100
69 S -1.8267 -3.2672 0.7018  C68 1.811, O70 1.434, O71 1.429, C72 1.854
70 O -3.1389 -3.8370 0.5951  S69 1.434
71 O -1.4312 -2.3230 -0.2945  S69 1.429
72 C -1.6337 -2.4681 2.3639  C66 1.510, S69 1.854, H79 1.089, H80 1.162
73 H -0.8780 -3.2493 4.2306  C66 1.101
74 H -2.0373 -4.2449 3.4563  C66 1.060
75 H 0.2604 -5.1121 2.9807  C67 1.055
76 H 0.7236 -3.6265 2.3135  C67 1.103
77 H -1.1401 -5.4589 0.7644  C68 1.107
78 H 0.2008 -4.3979 0.2284  C68 1.100
79 H -2.5846 -1.9570 2.5084  C72 1.089
80 H -0.7493 -1.7148 2.3623  C72 1.162
81 C -3.0435 -1.1096 -3.3554  C82 1.528, C87 1.524, H88 1.082, H89 1.105
82 C -2.7010 0.1884 -2.6246  C81 1.528, C83 1.557, H90 1.143, H91 1.131
83 C -4.0196 0.9912 -2.4258  C82 1.557, S84 1.870, H92 1.100, H93 1.083
84 S -5.3720 -0.2879 -2.6007  C83 1.870, O85 1.436, O86 1.440, C87 1.773
85 O -5.8309 -0.1189 -3.9512  S84 1.436
86 O -6.3984 -0.2524 -1.5909  S84 1.440
87 C -4.2742 -1.6788 -2.6598  C81 1.524, S84 1.773, H94 1.079, H95 1.089
88 H -2.3493 -1.9397 -3.3560  C81 1.082
89 H -3.3981 -0.9641 -4.3917  C81 1.105
90 H -1.8767 0.8425 -3.0699  C82 1.143
91 H -2.3506 -0.1513 -1.6046  C82 1.131
92 H -4.2577 1.7599 -3.1758  C83 1.100
93 H -4.0700 1.4619 -1.4514  C83 1.083
94 H -4.8096 -2.4192 -3.2344  C87 1.079
95 H -3.9925 -2.0026 -1.6586  C87 1.089
96 C -6.2852 -0.2271 1.3940  C97 1.538, C102 1.547, H103 1.072, H104 1.087
97 C -4.9109 -0.6345 1.9500  C96 1.538, C98 1.483, H105 1.083, H106 1.090
98 C -4.4086 0.4575 2.8188  C97 1.483, S99 1.834, H107 1.092, H108 1.101
99 S -5.0129 1.9690 1.9740  C98 1.834, O100 1.450, O101 1.444, C102 1.755
100 O -3.9329 2.3077 1.0683  S99 1.450
101 O -5.4981 2.9301 2.9358  S99 1.444
102 C -6.2794 1.2646 0.9835  C96 1.547, S99 1.755, H109 1.085, H110 1.059
103 H -7.0230 -0.4142 2.1487  C96 1.072
104 H -6.4850 -0.8688 0.5395  C96 1.087
105 H -4.1973 -0.7182 1.1393  C97 1.083
106 H -4.8962 -1.6304 2.3920  C97 1.090
107 H -3.3462 0.6941 2.9123  C98 1.092
108 H -4.8251 0.5721 3.8316  C98 1.101
109 H -6.0026 1.3374 -0.0632  C102 1.085
110 H -7.1983 1.7853 1.0605  C102 1.059
111 C 1.1209 -1.1442 -2.4893  C112 1.541, C117 1.543, H118 1.059, H119 1.125
112 C 0.6885 -2.5301 -3.0049  C111 1.541, C113 1.503, H120 1.110, H121 1.092
113 C 1.8826 -3.4409 -3.0558  C112 1.503, S114 1.796, H122 1.065, H123 1.084
114 S 3.2088 -2.3852 -3.6505  C113 1.796, O115 1.434, O116 1.440, C117 1.785
115 O 3.2587 -2.5244 -5.0769  S114 1.434
116 O 4.4200 -2.5784 -2.8954  S114 1.440
117 C 2.4115 -0.8331 -3.2754  C111 1.543, S114 1.785, H124 1.099, H125 1.088
118 H 1.3252 -1.1809 -1.4512  C111 1.059
119 H 0.4423 -0.2797 -2.7303  C111 1.125
120 H 0.1323 -2.4796 -3.9647  C112 1.110
121 H -0.0365 -2.9603 -2.3108  C112 1.092
122 H 1.6769 -4.2019 -3.7721  C113 1.065
123 H 2.1398 -3.7893 -2.0624  C113 1.084
124 H 2.2115 -0.4817 -4.2971  C117 1.099
125 H 3.0633 -0.1444 -2.7429  C117 1.088

## Properties
SMILES = O=S1(=O)CCCC1.O=S1(=O)CCCC1.O=S1(=O)CCCC1.O=S1(=O)CCCC1.O=S1(=O)CCCC1.O=S1(=O)CCCC1.c1ccncc1.CO.CO.CO.CO
Molar mass = 928.31 g/mol
Spin multiplicity = 1
DFT total energy = -4946.34436 a.u.

Across the entries above, HOMO takes the values -10.1125 -9.7890 eV, respectively.